(1)
Computed, not measured: C3H2Br2O in the gas phase, with ωB97M-V/def2-TZVPD.

Its frontier orbital gap (alpha / beta) is 7.35 / 7.47 eV. The calculation puts the LUMO energy (alpha / beta) at -1.7 / -1.6 eV. For the relative energy (zero: lowest compared OMol25 entry of this formula, charge and spin), the calculation gives 2.491 eV. As for the largest force on an atom: 2.69 eV/A.

```
! RIJCOSX wB97M-V def2-TZVPD def2/J DEFGRID3
* xyz 0 1
C -0.19261 -0.51863 -0.04673
C -0.92040 0.74036 -0.13066
C 1.23818 -0.44296 0.10279
O -0.78513 -1.61787 0.00558
Br -2.77456 0.51865 0.11116
Br 2.47301 0.89629 0.07294
H -0.59423 1.81215 -0.47762
H 1.55574 -1.38799 0.36254
*
```

(2)
Computed, not measured: a 2-piece molecular cluster, C3H2Br2O3 overall, with ωB97M-V/def2-TZVPD.

Its frontier orbital gap is 9.90 eV. As for the SMILES: O=CC(Br)Br.O=C=O. The calculation puts the LUMO energy at -0.6 eV. For the relative energy (zero: lowest compared OMol25 entry of this formula, charge and spin), the calculation gives 0.000 eV. As for the largest force on an atom: 4.16 eV/A.

```
! RIJCOSX wB97M-V def2-TZVPD def2/J DEFGRID3
* xyz 0 1
O 1.67978 -1.98424 -0.40726
C 0.91628 -1.07463 -0.22365
C 1.45236 0.27448 -0.06138
Br 1.51287 0.75515 1.97645
Br 0.71775 1.66336 -1.08697
H -0.24269 -1.14840 -0.27057
H 2.56988 0.22732 -0.10355
O -3.77515 1.08223 -0.13521
C -2.85342 0.44802 0.03983
O -1.97765 -0.24330 0.27231
*
```

(3)
Computed, not measured: a 2-piece molecular cluster, C3H2BrClF2 overall, with ωB97M-V/def2-TZVPD.

Its frontier orbital gap is 11.22 eV. As for the SMILES: FC1(F)C=C1Cl.Br. The calculation puts the LUMO energy at 0.6 eV. For the relative energy (zero: lowest compared OMol25 entry of this formula, charge and spin), the calculation gives 1.731 eV. As for the largest force on an atom: 2.46 eV/A.

```
! RIJCOSX wB97M-V def2-TZVPD def2/J DEFGRID3
* xyz 0 1
F -1.55020 -0.50322 1.57369
C -0.53938 -0.66038 0.72424
F 0.52671 -0.50090 1.49500
C -0.58396 -1.59733 -0.44924
C -0.63937 -0.30335 -0.71789
Cl -0.75297 1.00394 -1.83367
H -0.68134 -2.56219 -0.97852
Br 2.23561 2.20946 -0.49996
H 1.98490 2.91395 0.68634
*
```